Here is a 9-piece molecular cluster, C16H48BF4O8 overall at a distorted geometry from OMol25. Energies are from the ωB97M-V functional and the def2-TZVPD basis.

Atoms and positions in Å:
B  62.309  65.964  93.779
F  61.429  66.490  92.974
F  63.562  65.995  93.345
F  62.156  66.458  95.084
F  61.899  64.581  93.952
C  59.516  63.836  89.768
C  60.150  64.391  90.962
O  61.351  64.999  90.620
H  58.628  63.337  89.925
H  59.992  63.003  89.107
H  59.310  64.730  89.072
H  60.550  63.477  91.581
H  59.296  64.906  91.453
H  61.734  65.280  91.350
C  64.412  67.108  88.808
C  64.007  67.539  90.238
O  64.870  66.793  91.230
H  63.994  67.802  88.107
H  64.010  66.166  88.522
H  65.462  67.046  88.671
H  63.074  67.397  90.505
H  64.047  68.574  90.205
H  64.369  66.677  92.065
C  58.928  63.976  96.913
C  59.017  63.729  95.314
O  60.205  63.030  95.021
H  58.187  64.749  97.038
H  59.813  64.365  97.271
H  58.588  63.072  97.252
H  58.910  64.573  94.872
H  58.278  63.165  94.892
H  60.850  63.727  94.742
C  57.457  67.478  95.309
C  58.827  67.722  94.832
O  58.904  67.283  93.536
H  57.290  68.065  96.177
H  57.073  66.543  95.417
H  56.569  68.094  94.609
H  59.643  67.273  95.563
H  59.090  68.713  94.788
H  59.862  67.199  93.532
C  65.586  61.780  94.543
C  64.276  62.570  94.220
O  63.459  62.918  95.330
H  65.523  61.053  95.325
H  66.281  62.462  94.955
H  65.962  61.192  93.619
H  63.685  61.988  93.504
H  64.382  63.409  93.582
H  62.961  63.523  94.914
C  62.410  71.240  94.718
C  62.811  69.974  93.889
O  64.067  70.250  93.463
H  62.984  71.296  95.804
H  61.437  70.863  95.021
H  62.308  72.151  94.105
H  62.305  70.029  92.983
H  62.609  69.125  94.639
H  64.659  69.486  93.775
C  63.022  68.970  99.078
C  62.890  68.219  97.677
O  61.731  67.446  97.645
H  63.927  69.729  99.084
H  63.164  68.210  99.882
H  62.174  69.677  99.148
H  63.775  67.712  97.455
H  63.083  69.016  96.860
H  61.644  66.825  96.930
C  66.491  68.610  95.797
C  66.268  67.585  94.849
O  65.281  67.768  93.999
H  67.172  68.676  96.573
H  65.432  68.671  96.369
H  66.725  69.718  95.364
H  65.786  66.637  95.489
H  67.223  67.228  94.310
H  64.752  67.055  93.907

## Properties
Energy (a.u.): -1664.6059
Highest occupied orbital energy (Ha): -0.25121
Charge: -1
ΔE to the lowest compared entry with this formula, charge and spin (kJ/mol): 823.81

---

Here is C34H42IrN4O3P2S as an isolated structure at a distorted geometry from OMol25. Energies are from the ωB97M-V functional and the def2-TZVPD basis.

Atoms and positions in Å:
Ir  -0.415  1.313  -2.443
C  -1.752  1.688  -3.786
C  -1.327  0.257  -3.829
C  -0.391  -0.214  -4.907
C  0.953  0.546  -4.872
C  1.231  1.131  -3.513
C  0.940  2.521  -3.124
C  0.171  3.419  -4.032
C  -1.138  2.774  -4.615
C  1.193  0.254  0.339
H  -2.792  1.837  -3.482
H  -2.111  -0.447  -3.522
H  -0.874  -0.146  -5.889
H  -0.215  -1.283  -4.736
H  1.748  -0.179  -5.084
H  1.005  1.308  -5.651
H  2.136  0.718  -3.049
H  1.682  2.954  -2.439
H  0.821  3.774  -4.838
H  -0.113  4.299  -3.439
H  -1.886  3.581  -4.624
H  -0.995  2.449  -5.651
H  0.626  0.840  -0.437
H  1.838  0.947  0.891
H  0.519  -0.246  1.044
P  2.099  -1.005  -0.488
P  -1.586  -0.772  -0.267
N  3.401  -0.049  -1.140
N  2.822  -2.109  0.526
N  -3.019  0.369  -0.740
N  -2.718  -1.901  0.325
C  0.961  -1.713  -1.711
C  -0.542  -1.964  -1.362
C  3.575  1.339  -1.046
C  4.843  1.667  -1.480
C  5.479  0.455  -1.867
C  4.589  -0.573  -1.662
C  3.557  -1.722  1.666
C  4.385  -2.761  2.025
C  4.158  -3.840  1.110
C  3.210  -3.425  0.199
C  -3.023  1.720  -0.353
C  -4.119  2.365  -0.914
C  -4.783  1.414  -1.744
C  -4.067  0.218  -1.653
C  -4.104  -1.868  0.554
C  -4.457  -2.944  1.366
C  -3.246  -3.668  1.666
C  -2.194  -2.991  1.063
H  1.400  -2.689  -2.000
H  1.030  -1.060  -2.602
H  -1.128  -2.027  -2.295
H  -0.620  -2.921  -0.826
H  2.787  1.972  -0.672
H  5.257  2.665  -1.496
H  6.491  0.366  -2.245
H  4.676  -1.636  -1.837
H  3.372  -0.745  2.096
H  5.088  -2.747  2.856
H  4.654  -4.810  1.142
H  2.740  -3.943  -0.630
H  -2.288  2.056  0.365
H  -4.389  3.402  -0.738
H  -5.676  1.588  -2.332
H  -4.295  -0.744  -2.091
H  -4.712  -1.096  0.123
H  -5.457  -3.161  1.701
H  -3.147  -4.563  2.247
H  -1.137  -3.149  1.104
C  0.379  1.186  8.291
C  -0.111  0.958  6.895
C  -0.171  -0.341  6.380
C  -0.678  -0.586  5.106
C  -1.100  0.495  4.329
C  -1.058  1.799  4.824
C  -0.552  2.023  6.100
S  -1.582  0.240  2.628
O  -0.850  -1.014  2.317
O  -3.032  0.120  2.586
O  -1.018  1.409  1.939
H  -0.314  0.771  9.031
H  1.348  0.704  8.447
H  0.484  2.254  8.490
H  0.180  -1.178  6.985
H  -0.735  -1.594  4.703
H  -1.405  2.620  4.201
H  -0.501  3.039  6.490

## Properties
Energy (a.u.): -2949.8081
Highest occupied orbital energy (alpha / beta) (Ha): -0.38730 / -0.47254
Charge: +2
ΔE to the lowest compared entry with this formula, charge and spin (kJ/mol): 200.79
2S+1: 6

---

Here is a 2-piece molecular cluster, C3H8OS overall at a distorted geometry from OMol25. Energies are from the ωB97M-V functional and the def2-TZVPD basis.

Atoms and positions in Å:
C  -2.201  1.003  1.554
S  -1.361  1.139  -0.075
H  -2.313  2.026  2.263
H  -3.174  0.665  1.537
H  -1.620  0.408  2.251
H  -0.914  2.392  0.135
O  3.486  -0.705  -1.014
C  2.378  -1.082  -1.570
C  1.089  -1.016  -0.745
H  2.342  -1.254  -2.677
H  0.942  -2.116  -0.683
H  0.146  -0.858  -1.267
H  1.200  -0.603  0.293

## Properties
Energy (a.u.): -592.4115
Highest occupied orbital energy (alpha / beta) (Ha): 0.03978 / -0.18497
Charge: -1
ΔE to the lowest compared entry with this formula, charge and spin (kJ/mol): 139.06
2S+1: 2

---

Here is a 2-piece molecular cluster, C13H32N2O6P overall at a distorted geometry from OMol25. Energies are from the ωB97M-V functional and the def2-TZVPD basis.

Atoms and positions in Å:
C  4.302  -2.368  -1.934
C  4.085  -0.712  -2.006
C  2.779  -0.466  -2.968
O  2.391  0.944  -3.130
C  0.982  0.908  -3.550
C  0.501  -0.079  -4.767
C  -0.771  -0.915  -4.075
C  -1.257  0.248  -3.012
P  -2.800  -0.036  -1.925
O  -3.077  1.296  -1.084
O  -2.740  -1.479  -0.933
O  -4.163  -0.244  -3.042
N  0.033  0.769  -2.343
H  5.371  -2.632  -1.537
H  4.097  -2.755  -3.042
H  3.425  -2.835  -1.274
H  3.910  -0.239  -0.932
H  5.062  -0.203  -2.452
H  1.877  -1.115  -2.561
H  3.072  -0.890  -4.042
H  0.777  1.988  -3.953
H  1.268  -0.795  -5.290
H  0.202  0.693  -5.628
H  -0.413  -1.955  -3.674
H  -1.523  -1.037  -4.989
H  -1.604  1.108  -3.765
H  -3.718  -1.680  -0.718
H  -3.945  -1.139  -3.476
H  0.421  0.174  -1.551
H  -0.246  1.748  -2.048
C  -3.184  -0.319  4.838
O  -2.330  0.794  5.074
C  -1.117  0.428  5.745
C  0.087  0.655  4.817
N  0.100  -0.327  3.725
C  1.086  -0.024  2.681
C  0.856  1.252  1.849
O  -0.306  1.195  1.018
C  -1.503  1.621  1.654
H  -4.123  0.054  4.416
H  -2.735  -1.008  4.121
H  -3.409  -0.841  5.772
H  -1.146  -0.595  6.125
H  -1.024  1.101  6.607
H  1.010  0.560  5.398
H  0.025  1.674  4.426
H  -0.823  -0.356  3.296
H  1.086  -0.880  1.997
H  2.084  0.013  3.133
H  1.706  1.345  1.161
H  0.864  2.162  2.457
H  -1.327  2.397  2.403
H  -2.014  0.767  2.100
H  -2.166  2.030  0.886

## Properties
Energy (a.u.): -1416.4439
Highest occupied orbital energy (Ha): -0.39734
Charge: +1
ΔE to the lowest compared entry with this formula, charge and spin (kJ/mol): 584.27

---

Here is C32H23F5N2OS2Ti as an isolated structure from OMol25. Energies are from the ωB97M-V functional and the def2-TZVPD basis.

Atoms and positions in Å:
Ti  0.047  -0.131  -1.893
F  -5.890  2.907  -2.355
C  -4.598  2.677  -2.532
C  -4.038  1.490  -2.095
F  -4.775  0.563  -1.494
C  -2.691  1.299  -2.301
F  -2.128  0.111  -1.848
C  -1.845  2.208  -2.903
S  -0.128  1.894  -3.104
C  -2.442  3.388  -3.335
F  -1.707  4.318  -3.931
C  -3.796  3.623  -3.152
F  -4.334  4.760  -3.567
C  3.186  -1.132  2.302
C  1.850  -1.096  1.932
C  1.546  -0.932  0.597
C  2.552  -0.813  -0.355
C  3.887  -0.869  0.013
C  4.198  -1.017  1.354
N  2.055  -0.743  -1.679
N  2.700  -1.241  -2.624
C  1.895  -1.402  -3.778
C  2.525  -1.825  -4.936
C  1.731  -2.121  -6.037
C  0.352  -2.009  -5.941
C  -0.258  -1.565  -4.764
C  0.497  -1.243  -3.649
H  3.441  -1.258  3.346
H  1.058  -1.210  2.663
H  -0.450  -0.632  0.777
H  4.654  -0.791  -0.745
H  5.233  -1.053  1.665
H  3.601  -1.934  -4.958
H  2.185  -2.453  -6.961
H  -0.264  -2.260  -6.795
H  -1.338  -1.465  -4.749
O  0.237  -0.920  0.108
S  -2.216  0.344  1.468
C  -1.391  1.624  2.472
C  -0.059  2.001  1.883
C  1.074  1.986  2.688
C  2.317  2.332  2.176
C  2.441  2.696  0.846
C  1.315  2.724  0.032
C  0.071  2.377  0.547
C  -2.890  -0.751  2.760
C  -1.827  -1.576  3.422
C  -1.309  -1.216  4.661
C  -0.295  -1.966  5.247
C  0.199  -3.090  4.602
C  -0.324  -3.465  3.370
C  -1.327  -2.710  2.784
H  -1.246  1.219  3.472
H  -2.061  2.481  2.536
H  0.985  1.697  3.729
H  3.186  2.314  2.820
H  3.407  2.976  0.445
H  1.391  3.028  -1.003
H  -0.803  2.440  -0.097
H  -3.610  -1.377  2.232
H  -3.439  -0.133  3.469
H  -1.711  -0.356  5.185
H  0.094  -1.680  6.215
H  0.977  -3.683  5.064
H  0.045  -4.352  2.871
H  -1.740  -3.011  1.827

## Properties
Energy (a.u.): -3562.9106
Highest occupied orbital energy (alpha / beta) (Ha): -0.41105 / -0.41178
Charge: +1
ΔE to the lowest compared entry with this formula, charge and spin (kJ/mol): 23.75
2S+1: 2

---

> What is the charge in the third record?

-1

---

> energy of number 3 (C3H8OS)?

-592.4115 a.u.